Version 1
Entry from the Open Molecules 2025 dataset: an isolated molecule of C6H10O3 (wB97M-V/def2-TZVPD).

Computed properties:
Gap between HOMO and LUMO in eV: 10.6
Structure (SMILES): C1C[C@@H]2CO[C@H](C1)OO2

XYZ file:
```
19
C6H10O3 (wB97M-V/def2-TZVPD)
C -1.337 -0.204 0.792
C -0.795 1.173 0.405
C 0.639 1.163 -0.035
C 1.176 0.478 -1.222
O 1.421 -0.920 -0.852
C 0.705 -1.315 0.279
C -0.720 -1.175 -0.042
O 1.109 -0.528 1.495
O 1.578 0.753 0.928
H -2.376 -0.195 0.563
H -1.170 -0.353 1.735
H -0.949 1.837 1.214
H -1.620 1.344 -0.482
H 0.861 2.240 -0.222
H 0.506 0.419 -2.060
H 2.038 0.833 -1.591
H 0.886 -2.439 0.520
H -0.701 -0.775 -1.245
H -1.252 -2.337 -0.183
```

Electronic structure analysis, Mulliken charges in units of e: C -1.16; C -0.62; C 0.27; C -0.99; O -0.49; C 0.21; C -0.21; O -0.31; O -0.31; H 0.38; H 0.51; H 0.32; H 0.30; H 0.44; H 0.38; H 0.44; H 0.37; H 0.15; H 0.30


Version 2
Entry from the Open Molecules 2025 dataset: an isolated molecule of C6H10O3 (wB97M-V/def2-TZVPD).

Computed properties:
Gap between HOMO and LUMO in eV: 9.9
Structure (SMILES): CC(=O)[C@](C)(O)[C@@H]1CO1

XYZ file:
```
19
C6H10O3 (wB97M-V/def2-TZVPD)
C -1.926 1.237 -0.749
C -1.223 0.267 0.153
O -1.769 -0.501 0.897
C 0.479 0.459 0.248
C 0.948 0.181 1.656
O 0.878 1.699 -0.225
C 0.535 -0.629 -0.740
C 0.625 -2.082 -0.444
O 1.858 -1.579 -0.781
H -2.980 1.279 -0.491
H -1.516 2.239 -0.640
H -1.781 0.940 -1.787
H 1.963 -0.210 1.625
H 0.309 -0.555 2.132
H 0.910 1.099 2.236
H 1.679 1.596 -0.754
H 0.382 -0.325 -1.773
H 0.478 -2.364 0.600
H 0.148 -2.750 -1.165
```

Electronic structure analysis, Mulliken charges in units of e: C -1.34; C 0.68; O -0.54; C 1.56; C -1.63; O -0.59; C -0.78; C -0.42; O -0.48; H 0.39; H 0.33; H 0.30; H 0.37; H 0.37; H 0.39; H 0.38; H 0.52; H 0.21; H 0.29


Most stable one: version 2, least stable one: version 1.


Version 1
Entry from the Open Molecules 2025 dataset: an isolated ion of composition C6H10NO and charge +1 (wB97M-V/def2-TZVPD).

Computed properties:
Gap between HOMO and LUMO in eV: 7.8
Net charge: +1
Structure (SMILES): C=[NH+]/C=C/CCC=O

XYZ file:
```
18
C6H10NO (wB97M-V/def2-TZVPD)
C 0.113 -2.670 1.661
N -0.733 -1.894 1.023
C -0.483 -1.295 -0.200
C -0.922 0.001 -0.379
C -0.394 0.778 -1.579
C 1.001 1.586 -1.393
C 0.987 2.049 0.023
O 0.361 1.414 0.838
H 1.206 -2.537 1.569
H -0.223 -3.409 2.476
H -1.684 -1.895 1.543
H -0.088 -1.892 -0.943
H -1.517 0.649 0.291
H -0.373 0.078 -2.387
H -1.062 1.557 -1.964
H 2.055 1.152 -1.531
H 0.917 2.457 -2.019
H 1.197 3.093 0.301
```

Electronic structure analysis, Mulliken charges in units of e: C -0.19; N -0.05; C -0.48; C 0.01; C -0.89; C -0.49; C 0.06; O -0.47; H 0.30; H 0.25; H 0.36; H 0.52; H 0.28; H 0.39; H 0.37; H 0.30; H 0.31; H 0.41


Version 2
Entry from the Open Molecules 2025 dataset: an isolated ion of composition C6H10NO and charge +1 (wB97M-V/def2-TZVPD).

Computed properties:
Gap between HOMO and LUMO in eV: 11.6
Net charge: +1

XYZ file:
```
18
C6H10NO (wB97M-V/def2-TZVPD)
C 0.368 0.121 0.105
C -0.420 0.930 -1.004
C -0.699 0.129 1.211
C 0.867 -1.260 -0.271
C 0.066 1.227 -2.324
C -0.409 -0.703 2.399
N -1.809 0.492 0.856
O -1.558 1.139 -0.689
H 1.346 0.774 0.363
H 1.560 -1.516 0.540
H 1.261 -1.302 -1.215
H 0.029 -1.893 -0.051
H -0.744 1.483 -3.067
H 0.864 0.552 -2.530
H 0.479 2.344 -2.296
H 0.571 -0.533 2.693
H -0.708 -1.762 2.066
H -1.065 -0.225 3.214
```

Electronic structure analysis, Mulliken charges in units of e: C 0.50; C 0.55; C 0.33; C -1.25; C -1.11; C -1.06; N -0.32; O -0.24; H 0.37; H 0.38; H 0.40; H 0.34; H 0.40; H 0.30; H 0.34; H 0.36; H 0.33; H 0.37


Most stable one: version 1, least stable one: version 2.


Version 1
Entry from the Open Molecules 2025 dataset: an isolated molecule of C9H10O2 (wB97M-V/def2-TZVPD).

Computed properties:
Gap between HOMO and LUMO in eV: 9.5
Structure (SMILES): CC(=O)c1c(C)cccc1O

XYZ file:
```
21
C9H10O2 (wB97M-V/def2-TZVPD)
C -2.633 -0.885 0.466
C -1.718 0.133 -0.193
O -2.196 1.120 -0.721
C -0.227 -0.046 -0.148
C 0.616 1.082 -0.049
C 0.094 2.496 0.010
C 2.000 0.906 -0.003
C 2.559 -0.363 -0.056
C 1.751 -1.484 -0.157
C 0.369 -1.325 -0.204
O -0.453 -2.410 -0.331
H -3.572 -0.380 0.706
H -2.172 -1.323 1.360
H -2.832 -1.704 -0.228
H -0.284 2.818 -0.958
H -0.735 2.572 0.710
H 0.886 3.185 0.323
H 2.637 1.777 0.086
H 3.639 -0.480 -0.003
H 2.175 -2.480 -0.193
H 0.093 -3.208 -0.417
```

Electronic structure analysis, Mulliken charges in units of e: C -1.26; C 0.58; O -0.55; C 0.32; C 0.89; C -1.38; C -0.85; C -0.63; C -0.87; C 1.03; O -0.51; H 0.38; H 0.35; H 0.26; H 0.29; H 0.33; H 0.39; H 0.32; H 0.36; H 0.26; H 0.29


Version 2
Entry from the Open Molecules 2025 dataset: C9H10O2 as an isolated structure (wB97M-V/def2-TZVPD).

Computed properties:
Gap between HOMO and LUMO in eV: 8.4

XYZ file:
```
21
C9H10O2 (wB97M-V/def2-TZVPD)
C -1.208 0.887 0.312
C -2.117 -0.363 0.506
C -1.687 -1.356 -0.512
C 0.463 -1.030 0.070
C 1.830 -1.394 -0.078
C 2.855 -0.364 -0.177
C 2.677 1.030 -0.274
C 1.242 1.442 0.034
C 0.212 0.417 0.226
H -2.386 2.540 -0.315
H -1.139 1.408 1.380
H -1.876 -0.950 1.433
H -3.200 -0.039 0.426
H -1.651 -0.653 -1.422
H -2.373 -2.255 -0.960
H 2.208 -2.450 0.098
H 3.945 -0.653 -0.094
H 3.516 1.721 -0.054
H 0.811 2.457 0.288
O -1.760 1.586 -0.750
O -0.363 -1.982 -0.138
```

Electronic structure analysis, Mulliken charges in units of e: C -0.19; C -0.45; C -0.53; C 0.60; C -0.61; C -0.12; C -0.78; C -0.39; C 0.40; H 0.41; H 0.34; H 0.30; H 0.31; H 0.29; H 0.28; H 0.28; H 0.26; H 0.30; H 0.28; O -0.57; O -0.40


Most stable one: version 1, least stable one: version 2.